1.
28
Properties=species:S:1:pos:R:3:mulliken_charge:R:1 method="wB97M-V/def2-TZVPD" relative_energy_kj_mol=538.9 gap_ev=7.729 homo_ev=-7.5 total_charge=0
C 1.874 1.784 1.465 -1.06
C 0.547 -3.060 -1.389 -1.13
C -1.494 2.217 0.922 -0.92
C 1.528 0.371 1.326 0.10
C 0.298 -2.177 -2.565 -0.16
C -1.622 2.335 -0.581 -0.17
N -1.649 -1.956 2.072 0.11
O -1.715 -3.053 1.577 -0.39
O -1.183 -0.972 1.375 -0.46
O 1.256 0.013 -0.005 -0.27
O 0.004 -0.792 -2.262 -0.31
O -1.017 1.191 -1.286 -0.33
Si 0.002 0.064 -0.966 0.57
H 2.923 2.116 1.215 0.29
H 1.191 2.154 0.729 0.17
H 1.832 2.131 2.458 0.35
H 1.497 -2.791 -0.845 0.24
H -0.157 -2.921 -0.608 0.34
H 0.766 -4.018 -1.740 0.43
H -0.727 2.786 1.345 0.28
H -2.560 2.396 1.339 0.32
H -1.402 1.209 1.164 0.26
H 0.622 0.259 1.843 0.23
H 2.378 -0.251 1.566 0.32
H -0.603 -2.374 -3.020 0.29
H 1.088 -2.120 -3.320 0.29
H -1.076 3.274 -1.024 0.20
H -2.603 2.186 -0.783 0.41


2.
15
Properties=species:S:1:pos:R:3:mulliken_charge:R:1 method="wB97M-V/def2-TZVPD" relative_energy_kj_mol=833.1 gap_ev="7.245 / 7.228" homo_ev="-7.2 / -7.2" total_charge=0
C 1.377 -0.674 0.658 -0.96
C 0.222 -0.181 -0.149 0.78
N -1.280 -1.761 0.483 -0.48
N -0.072 2.429 -0.062 -0.46
C 0.081 0.421 -1.464 -0.46
N -1.087 -0.503 -0.053 -0.48
N 0.537 1.519 -0.890 -0.16
H -1.331 -2.502 -0.218 0.20
H -2.159 -1.753 0.993 0.23
H -0.324 2.425 0.924 0.25
H -0.924 2.915 -0.358 0.23
H -0.033 0.037 -2.472 0.38
H 2.293 -0.183 0.326 0.34
H 1.487 -1.757 0.571 0.31
H 1.212 -0.433 1.711 0.27


3.
90
Properties=species:S:1:pos:R:3:mulliken_charge:R:1 method="wB97M-V/def2-TZVPD" gap_ev=8.990 homo_ev=-8.4 total_charge=0
C 0.576 2.874 -3.088 -0.60
C 1.553 3.999 -2.459 -0.69
C 1.315 4.156 -0.867 0.49
C 2.630 3.929 0.003 -1.48
C 2.467 2.950 1.250 -0.50
Si 1.895 1.176 0.823 0.31
C 2.601 0.824 -0.948 -0.92
C 2.637 -0.045 2.086 -0.18
C 3.809 -0.985 1.523 -0.84
C 3.315 -2.492 1.251 -0.96
C 2.344 -2.617 0.004 0.27
C 1.620 -4.023 -0.153 -0.69
C 0.510 -3.830 -1.318 0.28
C 0.842 -4.636 -2.654 -0.83
C 0.974 -3.742 -3.959 -0.64
C -0.254 -2.776 -4.236 -0.09
O -0.738 -2.967 -5.597 -0.41
C -1.684 -1.949 -5.935 -0.65
O 0.178 1.136 0.651 -0.95
Si -0.704 1.022 2.119 -0.38
C -0.898 -0.792 2.768 -0.73
C -0.681 -1.880 1.587 1.01
C -1.805 -3.024 1.767 -1.20
C -3.027 -2.739 0.774 0.26
C -4.228 -3.733 1.192 -1.16
C -0.148 2.179 3.530 -0.61
S -0.966 3.871 3.503 -0.18
C -0.621 4.705 1.894 0.50
C -1.620 5.972 1.831 -1.20
C -2.520 1.552 1.675 0.45
Cl -2.899 2.035 -0.053 -0.24
C -3.578 1.564 2.581 0.33
C -5.062 1.959 2.159 -1.15
Cl -3.341 1.116 4.331 -0.16
H -0.328 3.328 -3.588 0.34
H 1.193 2.221 -3.792 0.24
H 0.170 2.196 -2.264 -0.03
H 2.638 3.836 -2.725 0.34
H 1.246 4.967 -2.985 0.30
H 0.995 5.246 -0.735 0.34
H 0.423 3.535 -0.567 -0.25
H 3.513 3.666 -0.672 0.54
H 2.906 4.952 0.438 0.42
H 3.511 2.842 1.712 0.37
H 1.843 3.485 2.022 0.36
H 3.385 1.574 -1.261 0.41
H 3.064 -0.200 -1.039 0.40
H 1.730 0.842 -1.686 -0.21
H 3.114 0.589 2.912 0.61
H 1.901 -0.726 2.607 -0.02
H 4.561 -1.086 2.380 0.38
H 4.389 -0.549 0.661 0.28
H 4.187 -3.210 1.152 0.42
H 2.726 -2.822 2.169 0.20
H 1.565 -1.788 -0.024 -0.71
H 2.978 -2.456 -0.935 0.66
H 1.028 -4.278 0.779 0.20
H 2.351 -4.820 -0.472 0.49
H 0.410 -2.722 -1.584 -0.07
H -0.513 -4.147 -0.949 0.13
H -0.024 -5.357 -2.842 0.27
H 1.785 -5.245 -2.535 0.32
H 1.947 -3.154 -4.023 0.27
H 1.015 -4.465 -4.844 0.34
H 0.163 -1.709 -4.226 0.17
H -1.096 -2.846 -3.485 0.25
H -1.207 -1.037 -6.435 0.24
H -2.261 -1.560 -5.038 0.26
H -2.474 -2.309 -6.677 0.25
H -1.960 -0.954 3.132 0.57
H -0.165 -0.935 3.617 0.34
H -0.700 -1.424 0.556 0.07
H 0.302 -2.397 1.835 -0.71
H -1.354 -4.056 1.587 0.40
H -2.230 -3.047 2.815 0.52
H -3.365 -1.657 0.851 0.05
H -2.650 -2.974 -0.268 0.03
H -5.066 -3.629 0.442 0.35
H -4.534 -3.490 2.250 0.29
H -3.791 -4.786 1.219 0.27
H -0.534 1.711 4.500 0.54
H 0.976 2.262 3.671 0.54
H 0.440 5.069 1.759 0.23
H -0.920 4.035 1.036 -0.33
H -2.689 5.579 1.809 0.27
H -1.389 6.503 0.852 0.35
H -1.434 6.645 2.723 0.34
H -5.795 1.488 2.894 0.36
H -5.248 1.408 1.176 0.34
H -5.217 3.070 2.064 0.22


4.
16
Properties=species:S:1:pos:R:3:mulliken_charge:R:1 method="wB97M-V/def2-TZVPD" relative_energy_kj_mol=413.7 gap_ev=9.522 homo_ev=-8.8 total_charge=0
O 2.904 0.537 0.411 -0.25
C 2.700 -0.282 1.411 -0.27
C 0.163 -0.588 -0.527 -0.39
C -1.267 -1.072 -0.232 -0.59
C -1.743 0.388 -0.375 -0.56
C -0.285 0.841 -0.123 -0.80
H 2.145 1.112 0.182 0.35
H 0.970 -1.080 0.020 0.37
H 1.658 -0.073 1.787 0.17
H 0.404 -0.631 -1.593 0.19
H -1.351 -1.417 0.804 0.23
H -1.694 -1.830 -0.895 0.30
H -2.045 0.606 -1.405 0.24
H -2.518 0.749 0.307 0.31
H -0.119 1.050 0.943 0.29
H 0.079 1.690 -0.716 0.39


5.
76
Properties=species:S:1:pos:R:3:mulliken_spin:R:1 method="wB97M-V/def2-TZVPD" relative_energy_kj_mol=879.0 s_squared=2.090 gap_ev="2.733 / 2.798" multiplicity=3 homo_ev="-5.9 / -5.9" total_charge=0
W 8.689 10.005 13.019 1.66
Cl 4.423 16.464 11.766 0.01
C 5.352 15.003 11.532 0.13
C 6.206 14.914 10.383 -0.03
C 7.267 14.113 10.432 0.06
C 7.663 13.481 11.718 0.03
O 8.818 13.806 12.064 0.07
C 6.513 12.967 12.482 0.13
C 6.355 11.921 13.419 -0.07
N 6.954 10.729 13.555 -0.01
C 6.324 9.831 14.514 0.07
C 5.353 10.123 15.446 -0.01
C 5.030 9.150 16.428 0.00
C 5.670 7.982 16.625 0.00
C 6.715 7.663 15.653 0.02
C 7.579 6.570 15.856 0.01
C 8.527 6.159 14.864 0.00
C 8.686 7.009 13.799 0.00
N 8.050 8.261 13.721 0.04
C 6.916 8.543 14.592 -0.05
C 5.429 13.932 12.420 -0.11
H 6.006 15.476 9.459 0.00
H 7.984 13.953 9.657 0.00
H 5.609 12.185 14.141 -0.01
H 4.870 11.070 15.369 0.00
H 4.131 9.314 17.050 0.00
H 5.475 7.294 17.427 0.00
H 7.443 6.087 16.804 0.00
H 9.245 5.333 14.962 0.00
H 9.332 6.806 12.996 0.00
H 4.740 13.778 13.189 0.00
S 11.182 9.417 12.599 0.03
C 10.865 10.245 14.012 -0.01
N 9.874 11.173 14.130 0.00
C 9.684 11.644 15.450 0.05
C 8.927 12.741 15.801 -0.02
C 9.107 13.294 17.085 0.00
C 9.779 12.542 18.061 0.00
C 10.359 11.308 17.726 -0.01
C 10.446 10.918 16.380 0.00
S 11.518 9.783 15.635 0.03
H 8.331 13.256 15.074 0.00
H 8.771 14.314 17.277 0.00
H 9.810 12.988 19.048 0.00
H 10.733 10.681 18.589 0.00
I 10.362 11.796 8.786 0.00
C 10.181 9.830 9.584 -0.04
C 11.051 8.965 8.851 0.02
C 10.554 7.728 8.431 -0.01
C 9.263 7.329 8.783 0.02
C 8.416 8.147 9.527 -0.01
C 6.990 7.967 9.513 0.04
C 6.167 8.848 10.178 -0.02
C 6.730 10.001 10.800 0.07
C 8.113 10.026 11.107 -0.08
C 8.973 9.400 10.158 0.00
H 12.067 9.287 8.621 0.00
H 11.190 6.926 7.975 0.00
H 8.906 6.393 8.430 0.00
H 6.682 7.078 8.869 0.00
H 5.125 8.656 10.151 0.00
H 6.107 10.806 11.124 0.00
I 9.659 21.733 10.723 0.00
C 9.357 20.004 11.806 0.00
C 8.217 19.638 12.536 0.00
C 8.219 18.512 13.337 0.00
C 9.466 17.833 13.485 0.00
C 10.533 18.069 12.609 0.00
C 10.500 19.138 11.778 0.00
C 9.780 16.969 14.614 0.00
O 8.922 16.443 15.381 0.00
O 11.048 16.906 14.817 0.00
H 7.277 20.226 12.501 0.00
H 7.327 18.135 13.822 0.00
H 11.430 17.364 12.600 0.00
H 11.369 19.384 11.171 0.00


6.
21
Properties=species:S:1:pos:R:3:mulliken_charge:R:1 method="wB97M-V/def2-TZVPD" relative_energy_kj_mol=378.0 gap_ev=8.295 homo_ev=-8.0 total_charge=0
C -0.254 -1.377 1.906 -1.15
C 0.885 -0.800 1.124 -0.40
N 0.452 -0.431 -0.326 0.38
C 1.588 0.126 -1.050 -1.09
N 0.047 -1.673 -0.961 -0.82
H -0.145 -1.181 2.968 0.36
H -0.377 -2.438 1.707 0.32
H -1.229 -0.846 1.495 0.31
H 1.725 -1.501 1.033 0.28
H 1.229 0.146 1.545 0.41
H 1.287 0.374 -2.068 0.35
H 1.905 1.038 -0.551 0.35
H 2.418 -0.589 -1.095 0.35
H -0.853 -1.908 -0.542 0.28
H -0.153 -1.455 -1.935 0.26
C -1.329 2.965 -0.751 -0.30
N -0.711 1.864 -0.812 -0.26
C -1.230 0.715 -0.330 0.58
N -2.084 0.055 0.148 -0.76
H -2.328 3.079 -0.330 0.27
H -0.845 3.837 -1.177 0.26


7.
58
Properties=species:S:1:pos:R:3:mulliken_charge:R:1 method="wB97M-V/def2-TZVPD" relative_energy_kj_mol=2459.4 gap_ev=7.738 homo_ev=-7.5 total_charge=0
C 1.745 -2.803 0.443 -2.36
C 0.715 -1.943 0.847 0.39
S -0.298 -1.523 -0.778 0.82
O -0.748 -2.601 -1.325 -0.64
O 0.373 -0.478 -1.138 -0.31
N -1.755 -0.591 -0.301 -0.20
C -2.638 -1.537 0.537 -0.88
C -3.929 -0.924 0.231 0.67
C -5.282 -1.558 -0.212 -0.86
C -6.450 -1.150 -0.331 -0.83
C -6.628 0.319 -0.176 -0.33
C -5.576 1.199 0.404 -0.87
C -4.134 0.443 0.558 0.84
C -3.099 1.392 0.906 -1.84
C -1.834 0.857 -0.139 -0.38
C -0.468 1.256 0.653 -0.08
O -0.262 0.975 1.744 -0.53
N 0.091 2.413 0.036 0.40
C -0.066 2.711 -1.269 -1.36
C 1.466 2.516 0.882 -3.02
C 2.415 1.519 0.854 1.82
C 2.942 1.004 1.855 0.39
C 3.696 -0.111 1.987 -0.89
C 4.191 -0.576 0.552 0.56
O 5.125 -1.674 0.752 -0.42
C 5.641 -2.004 -0.576 -1.04
C 3.746 0.190 -0.363 0.54
C 2.975 1.282 -0.403 -0.27
O 2.554 1.951 -1.370 -0.71
C 2.800 1.515 -3.066 -0.78
H 1.337 -3.573 0.045 0.79
H 2.299 -3.195 1.115 0.58
H 2.221 -2.224 -0.284 0.43
H 1.064 -0.966 1.363 0.00
H -0.105 -2.522 1.413 0.47
H -2.487 -2.578 0.117 0.55
H -2.501 -1.371 1.476 0.42
H -5.199 -2.620 -0.218 0.28
H -7.227 -1.553 -0.700 0.60
H -7.460 0.880 -0.433 0.47
H -5.350 2.258 0.181 0.30
H -2.683 0.947 1.954 0.21
H -3.004 2.275 0.840 0.96
H -1.894 1.290 -1.034 1.26
H -1.043 3.474 -1.119 0.32
H -0.068 2.109 -2.058 0.33
H 0.604 3.601 -1.257 0.48
H 1.210 2.881 1.706 1.04
H 1.819 3.608 0.638 0.43
H 2.461 1.399 2.905 -0.03
H 3.991 -0.751 2.765 0.47
H 4.816 -2.486 -1.336 0.22
H 6.293 -2.918 -0.230 0.27
H 6.219 -1.484 -1.047 0.56
H 4.173 -0.256 -1.361 -0.24
H 2.396 0.392 -2.899 0.27
H 3.873 1.072 -3.085 0.28
H 2.364 2.199 -3.549 0.45


8.
18
Properties=species:S:1:pos:R:3:mulliken_charge:R:1 method="wB97M-V/def2-TZVPD" relative_energy_kj_mol=364.4 gap_ev=8.242 homo_ev=-7.4 total_charge=0
C -1.804 -0.175 1.263 -0.95
C -1.483 0.999 0.342 -0.31
C -0.460 0.768 -0.528 -0.27
C 0.571 1.745 -0.913 -0.42
C 1.380 1.497 -1.964 -0.04
N 2.276 2.436 -2.473 -0.54
H -1.282 -0.037 2.212 0.24
H -2.851 -0.264 1.621 0.32
H -1.689 -1.098 0.686 0.31
H -2.303 1.683 0.127 0.33
H -0.382 -0.279 -0.834 0.20
H 0.686 2.576 -0.235 0.35
H 1.361 0.498 -2.369 0.32
H 3.273 2.573 -2.365 0.21
H 1.998 3.393 -2.282 0.25
O -0.469 -5.409 3.149 -0.64
H -0.676 -6.290 2.826 0.32
H 0.342 -5.558 3.647 0.32


9.
37
Properties=species:S:1:pos:R:3:mulliken_charge:R:1 method="wB97M-V/def2-TZVPD" relative_energy_kj_mol=504.6 gap_ev=8.683 homo_ev=-8.0 total_charge=0
C -3.007 1.104 2.186 -0.88
C -1.799 1.996 2.054 -0.35
O -0.676 1.101 1.842 -0.23
C 0.508 1.704 1.628 0.18
O 0.621 2.917 1.735 -0.62
C 1.608 0.735 1.331 0.42
C 1.173 -0.086 -0.184 -0.66
N 0.580 -0.113 -1.468 0.16
C 1.619 -0.193 -2.614 -1.21
C -0.560 -0.972 -1.634 0.02
C -1.795 -0.583 -1.030 0.08
C -2.925 -1.311 -1.443 -0.61
C -2.750 -2.473 -2.210 -0.36
C -1.504 -2.945 -2.604 -0.81
C -0.368 -2.185 -2.314 0.05
C 3.003 1.324 1.127 0.60
C 3.928 0.513 2.041 -1.29
O 3.281 2.266 0.380 -0.55
H -3.933 1.675 2.353 0.39
H -3.130 0.513 1.269 0.10
H -2.888 0.403 3.025 0.27
H -1.885 2.649 1.179 0.32
H -1.624 2.598 2.953 0.41
H 1.616 -0.171 2.008 0.34
H 0.703 -0.908 0.445 0.30
H 2.295 0.014 -0.403 0.00
H 1.082 -0.521 -3.548 0.47
H 1.991 0.842 -2.739 0.33
H 2.415 -0.959 -2.360 0.41
H -1.851 0.340 -0.391 0.18
H -3.903 -0.887 -1.199 0.39
H -3.641 -3.061 -2.461 0.32
H -1.323 -3.836 -3.200 0.36
H 0.660 -2.446 -2.650 0.41
H 3.598 -0.509 2.301 0.34
H 4.932 0.375 1.601 0.36
H 3.949 1.089 2.996 0.35


10.
12
Properties=species:S:1:pos:R:3:mulliken_charge:R:1 method="wB97M-V/def2-TZVPD" relative_energy_kj_mol=0.0 gap_ev=10.371 homo_ev=-10.3 total_charge=0
N -0.253 2.788 -1.480 -0.41
C 0.075 2.077 -0.645 0.34
C 0.420 1.113 0.275 0.36
N 0.449 1.093 1.632 -0.36
N 0.892 -0.073 2.033 -0.45
C 1.232 -0.791 0.980 -0.14
N 0.972 -0.076 -0.125 -0.17
H 1.659 -1.665 0.802 0.53
H 0.866 -0.455 -1.106 0.30
O -1.821 -2.147 -1.550 -0.38
C -2.103 -1.334 -0.790 0.72
O -2.388 -0.531 -0.027 -0.34


11.
10
Properties=species:S:1:pos:R:3:mulliken_charge:R:1 method="wB97M-V/def2-TZVPD" relative_energy_kj_mol=322.5 gap_ev=8.271 homo_ev=-8.2 total_charge=0
C 0.530 1.027 1.819 0.77
C -0.131 0.028 -0.309 -0.71
N 0.235 -0.013 1.120 -0.06
O 0.071 0.489 3.781 -0.66
S 1.200 2.357 2.103 -0.31
I -0.854 -1.111 3.841 0.10
H -1.213 -0.427 -0.394 0.27
H -0.082 1.077 -0.825 0.30
H 0.711 -0.516 -0.832 0.28
H -0.057 -0.827 1.694 0.02


12.
81
Properties=species:S:1:pos:R:3:mulliken_charge:R:1 method="wB97M-V/def2-TZVPD" relative_energy_kj_mol=0.0 gap_ev="4.693 / 2.440" homo_ev="-12.2 / -12.2" total_charge=+2
Sn 0.119 0.004 4.651 1.45
C -1.107 1.783 4.111 -0.58
C -1.420 0.781 3.199 -0.55
C -0.898 0.706 1.774 -0.72
C 0.381 -0.155 1.635 -0.36
C 1.346 -0.020 2.792 -0.21
C 1.659 1.154 3.470 -0.60
C 1.135 2.534 3.107 -0.83
C -0.143 2.927 3.887 -0.91
C 1.491 -1.197 5.647 -1.43
H -1.774 1.908 4.963 0.62
H -2.293 0.170 3.418 0.69
H -0.720 1.716 1.393 0.28
H -1.677 0.272 1.139 0.58
H 0.091 -1.210 1.576 0.43
H 0.888 0.081 0.687 -0.16
H 2.014 -0.868 2.932 0.62
H 2.532 1.132 4.118 0.56
H 0.956 2.589 2.030 0.35
H 1.914 3.271 3.327 0.44
H 0.148 3.305 4.873 0.42
H -0.651 3.759 3.374 0.43
H 1.399 -1.088 6.733 0.39
H 2.522 -0.965 5.352 0.45
H 1.285 -2.246 5.397 0.41
P 1.460 -1.222 -3.999 -0.18
P -1.609 -0.543 -3.551 -0.35
N 2.878 -0.219 -3.823 0.28
N 2.021 -2.515 -5.008 0.40
N -1.716 1.171 -3.320 0.52
N -3.258 -0.993 -3.911 0.36
C 0.560 -0.210 -5.262 -0.79
C -0.929 -0.581 -5.274 -1.11
C 3.143 0.425 -2.615 -0.19
C 4.128 1.359 -2.827 -0.55
C 4.486 1.293 -4.208 -0.65
C 3.704 0.328 -4.799 0.02
C 2.273 -3.779 -4.473 -0.21
C 2.786 -4.578 -5.463 -0.60
C 2.860 -3.789 -6.652 -0.67
C 2.392 -2.534 -6.354 -0.07
C -1.650 1.723 -2.039 -0.33
C -1.848 3.076 -2.136 -0.34
C -2.046 3.380 -3.518 -0.98
C -1.965 2.206 -4.223 -0.30
C -4.210 -0.331 -4.677 -0.13
C -5.239 -1.207 -4.936 -0.64
C -4.911 -2.456 -4.324 -0.51
C -3.695 -2.301 -3.704 -0.44
H 1.034 -0.398 -6.232 0.49
H 0.665 0.856 -5.040 0.54
H -1.520 0.120 -5.875 0.43
H -1.050 -1.578 -5.708 0.48
H 2.595 0.147 -1.726 0.37
H 4.561 2.005 -2.075 0.43
H 5.250 1.875 -4.706 0.46
H 3.667 -0.031 -5.815 0.35
H 2.053 -3.974 -3.433 0.43
H 3.071 -5.615 -5.355 0.44
H 3.211 -4.114 -7.622 0.46
H 2.279 -1.663 -6.981 0.41
H -1.464 1.082 -1.189 0.20
H -1.843 3.777 -1.313 0.44
H -2.221 4.358 -3.946 0.45
H -2.051 2.020 -5.282 0.48
H -4.074 0.703 -4.953 0.36
H -6.141 -0.974 -5.485 0.43
H -5.511 -3.356 -4.325 0.43
H -3.087 -2.987 -3.132 0.35
F -0.215 0.317 11.499 -0.27
C -0.452 0.152 10.174 0.51
C -0.044 1.132 9.266 0.00
F 0.580 2.250 9.711 -0.28
C -0.273 0.960 7.897 0.68
F 0.135 1.931 7.045 -0.25
C -0.926 -0.200 7.427 -0.28
O -1.144 -0.429 6.109 -0.84
C -1.346 -1.169 8.349 0.20
F -1.961 -2.296 7.915 -0.28
C -1.101 -0.997 9.717 0.34
F -1.487 -1.952 10.599 -0.26


Values for electronic energy, a.u., ordered as above
-957.96911; -337.83647; -3110.35378; -271.59506; -3847.41829; -416.60148; -1738.18870; -326.99254; -825.21737; -523.12007; -904.34971; -2968.29278